--- A ---
Below is C21H19NO4 as an isolated structure, with properties calculated with the ωB97M-V functional and the def2-TZVPD basis.

Each line ends with the natural charge from an NBO analysis.
Geometry (Å):
C: 5.190 -3.158 -0.290  -0.6231
C: 5.122 -1.606 -0.787  -0.1122
O: 4.408 -1.498 -2.108  -0.4764
C: 3.199 -1.653 -2.084  0.1135
C: 2.786 -2.496 -2.931  -0.1591
C: 1.452 -2.958 -2.893  -0.2100
C: 0.650 -2.273 -2.020  -0.1876
C: 0.969 -1.121 -1.485  -0.0885
C: 2.377 -0.890 -1.465  0.2561
O: 2.811 0.179 -0.543  -0.5032
C: 3.378 1.012 -1.397  -0.2769
H: 3.843 1.830 -0.705  0.1699
H: 2.790 1.893 -1.914  0.1751
H: 4.203 0.750 -1.914  0.1858
C: 0.117 -0.260 -0.648  -0.2235
C: -1.145 -0.514 -0.387  -0.1461
C: -2.017 0.494 0.489  0.1487
N: -3.303 0.101 0.359  -0.3731
C: -4.395 0.853 0.949  0.1734
C: -5.608 0.392 0.951  -0.2269
C: -6.517 1.239 1.523  -0.1505
C: -6.115 2.033 2.487  -0.2241
C: -4.907 2.477 2.580  -0.1459
C: -3.820 1.731 1.967  -0.0574
C: -2.568 2.224 1.674  -0.1215
C: -1.672 1.467 1.198  -0.1913
H: -0.438 1.773 1.325  0.2561
C: -2.037 3.173 2.738  0.7840
O: -2.343 3.615 3.890  -0.5798
O: -0.713 3.674 2.502  -0.7132
H: -0.458 4.323 2.933  0.4695
H: -4.531 3.475 3.161  0.2502
H: -6.972 2.751 3.025  0.2073
H: -7.510 1.031 1.558  0.2108
H: -5.814 -0.268 0.251  0.2226
H: -1.930 -1.297 -1.099  0.2383
H: 0.604 0.504 -0.094  0.2256
H: -0.556 -2.610 -2.002  0.1980
H: 0.960 -3.795 -3.600  0.2321
H: 3.437 -3.499 -3.531  0.2221
H: 4.776 -1.050 0.104  0.2139
H: 6.357 -1.601 -0.941  0.2117
H: 5.777 -3.803 -1.122  0.1988
H: 5.914 -3.158 0.620  0.2260
H: 4.251 -3.487 -0.323  0.2007

The calculation puts the HOMO-LUMO gap at 7.6731 eV. The multiplicity is 1.



--- B ---
Below is a single C21H19NO4 molecule, with properties calculated with the ωB97M-V functional and the def2-TZVPD basis.

Each line ends with the natural charge from an NBO analysis.
Geometry (Å):
C: 0.380 1.904 1.095  -0.6501
C: -0.607 1.948 -0.014  -0.0066
C: -0.445 1.685 -1.352  0.1404
C: 0.674 1.157 -2.135  0.7675
O: 0.641 0.939 -3.319  -0.5743
O: 1.742 0.879 -1.358  -0.5175
C: 2.776 0.090 -1.932  -0.1732
C: 3.281 -0.906 -0.888  0.6652
O: 4.472 -1.081 -0.722  -0.6001
N: 2.358 -1.517 -0.109  -0.4618
C: 0.960 -1.522 -0.167  0.2398
C: 0.122 -1.507 -1.266  -0.2805
C: -1.250 -1.508 -1.046  -0.1903
C: -1.769 -1.551 0.236  -0.2264
C: -0.922 -1.652 1.334  -0.1958
C: 0.438 -1.656 1.124  -0.0558
C: 1.566 -1.804 2.103  -0.4365
C: 2.768 -2.085 1.183  -0.0253
C: 3.044 -3.577 1.031  -0.6158
O: -1.609 1.859 -2.048  -0.3895
C: -2.542 2.231 -1.156  0.2948
C: -3.881 2.509 -1.395  -0.2501
C: -4.651 2.866 -0.309  -0.1956
C: -4.111 2.946 0.979  -0.2325
C: -2.784 2.673 1.218  -0.1952
C: -1.982 2.309 0.136  -0.0695
H: 0.015 1.242 1.879  0.2237
H: 1.344 1.555 0.745  0.2454
H: 0.493 2.900 1.523  0.2256
H: 3.621 0.731 -2.208  0.2249
H: 2.412 -0.406 -2.838  0.2303
H: 0.503 -1.507 -2.274  0.2288
H: -1.915 -1.475 -1.895  0.2222
H: -2.838 -1.534 0.383  0.2182
H: -1.325 -1.734 2.332  0.2151
H: 1.398 -2.619 2.806  0.2251
H: 1.708 -0.883 2.674  0.2214
H: 3.681 -1.577 1.504  0.2295
H: 3.840 -3.730 0.307  0.2290
H: 3.355 -3.999 1.983  0.2114
H: 2.149 -4.092 0.689  0.2079
H: -4.289 2.445 -2.391  0.2295
H: -5.697 3.089 -0.452  0.2171
H: -4.755 3.229 1.798  0.2150
H: -2.369 2.736 2.212  0.2147

The calculation puts the HOMO-LUMO gap at 8.5804 eV. The multiplicity is 1. The SMILES is Cc1c(C(=O)OCC(=O)N2c3ccccc3C[C@H]2C)oc2ccccc12.



Result of the stability comparison: B is the most stable of them.



--- A ---
Below is a single CH2O2S molecule, with properties calculated with the ωB97M-V functional and the def2-TZVPD basis.

Each line ends with the natural charge from an NBO analysis.
Geometry (Å):
C: 1.489 -0.549 -0.958  -0.2881
O: 0.834 -1.686 -0.296  -0.6705
O: -0.169 -0.351 1.769  -0.9388
S: 1.274 -0.621 0.777  1.2387
H: 0.751 0.009 -1.347  0.1401
H: -1.153 -0.534 1.626  0.5186

The calculation puts the HOMO-LUMO gap (spin up / spin down) at 8.2974 / 8.2985 eV. The multiplicity is 1.



--- B ---
Below is a single CH2O2S molecule, with properties calculated with the ωB97M-V functional and the def2-TZVPD basis.

Each line ends with the natural charge from an NBO analysis.
Geometry (Å):
O: -1.056 1.091 -0.001  -0.6810
C: -0.308 -0.022 0.001  0.4914
O: -1.080 -1.099 0.001  -0.6362
S: 1.337 -0.052 0.000  -0.1834
H: -0.457 1.849 0.007  0.5155
H: -1.994 -0.822 -0.003  0.4937

The calculation puts the HOMO-LUMO gap at 9.5986 eV. The multiplicity is 1. The SMILES is OC(O)=S.



Result of the stability comparison: B is the most stable of them.



--- A ---
Below is a single CH2O2S molecule, with properties calculated with the ωB97M-V functional and the def2-TZVPD basis.

Each line ends with the natural charge from an NBO analysis.
Geometry (Å):
O: 0.132 1.162 1.691  -0.5289
C: -0.134 0.386 0.791  0.6374
O: -0.088 0.729 -0.509  -0.6396
S: -0.292 -0.512 -1.595  0.3538
H: -0.396 -0.722 0.857  0.1050
H: 0.778 -1.044 -1.234  0.0723

The calculation puts the HOMO-LUMO gap at 10.4759 eV. The multiplicity is 1. The SMILES is O=COS.



--- B ---
Below is a 2-piece molecular cluster, CH2O2S overall, with properties calculated with the ωB97M-V functional and the def2-TZVPD basis.

Each line ends with the natural charge from an NBO analysis.
Geometry (Å):
C: 1.371 0.449 0.483  0.3451
O: 0.877 0.228 -0.739  -0.2483
O: 2.248 -0.195 -0.306  -0.2468
S: -2.308 0.166 -0.841  -0.0982
H: 0.766 0.003 1.351  0.1489
H: -2.953 -0.652 0.052  0.0993

The calculation puts the HOMO-LUMO gap (spin up / spin down) at 9.9928 / 6.6088 eV. The multiplicity is 1.



--- C ---
Below is a single CH2O2S molecule, with properties calculated with the ωB97M-V functional and the def2-TZVPD basis.

Each line ends with the natural charge from an NBO analysis.
Geometry (Å):
C: -0.596 0.328 -0.601  0.2617
O: -1.172 1.326 -0.444  -0.4684
O: 1.111 -1.464 0.313  -0.9587
S: 0.157 -0.541 0.885  0.9860
H: 0.834 0.702 1.440  0.0309
H: -0.334 -0.351 -1.594  0.1486

The calculation puts the HOMO-LUMO gap at 9.4185 eV. The multiplicity is 1.



--- D ---
Below is a 2-piece molecular cluster, CH2O2S overall, with properties calculated with the ωB97M-V functional and the def2-TZVPD basis.

Each line ends with the natural charge from an NBO analysis.
Geometry (Å):
C: 1.547 0.060 0.021  0.2968
O: 0.420 -0.261 0.248  -0.4854
H: 2.241 -0.369 -0.750  0.0947
H: 2.188 0.869 0.527  0.0931
O: -3.024 0.470 -0.362  -0.6895
S: -3.371 -0.769 0.317  0.6903

The calculation puts the HOMO-LUMO gap (spin up / spin down) at 7.7652 / 7.7947 eV. The multiplicity is 1. The SMILES is C=O.O=S.



Result of the stability comparison: A is the most stable of them.



--- A ---
Below is an isolated ion of composition C4H6NO3S and charge -1, with properties calculated with the ωB97M-V functional and the def2-TZVPD basis.

Each line ends with the natural charge from an NBO analysis.
Geometry (Å):
C: 0.512 -2.026 -0.736  -0.4343
C: 0.184 -1.108 0.152  0.0155
N: 0.865 0.068 0.367  -0.6685
C: 0.263 1.279 0.634  0.0296
C: -0.880 1.625 0.102  -0.5729
S: 2.287 -0.300 1.691  2.4334
O: 3.380 -0.702 0.825  -0.9816
O: 1.674 -1.375 2.454  -0.9851
O: 2.506 0.991 2.396  -0.9792
H: -0.091 -2.854 -0.831  0.1825
H: 1.326 -1.851 -1.397  0.2010
H: -0.675 -1.267 0.867  0.1657
H: 0.850 2.143 1.188  0.2286
H: -1.301 2.615 0.122  0.1875
H: -1.492 0.829 -0.234  0.1778

The calculation puts the HOMO-LUMO gap at 8.3487 eV. The net charge is -1. The multiplicity is 1. The SMILES is C=CN(C=C)S(=O)(=O)[O-].



--- B ---
Below is an isolated ion of composition C4H6NO3S and charge -1, with properties calculated with the ωB97M-V functional and the def2-TZVPD basis.

Each line ends with the natural charge from an NBO analysis.
Geometry (Å):
O: 3.087 0.232 -1.796  -0.8808
S: 1.768 -1.207 -1.170  1.6353
O: 2.293 -2.477 -0.684  -0.9397
C: 0.343 -0.713 -0.283  -0.2500
C: 0.235 -0.779 1.088  -0.0014
N: -0.752 -0.174 1.774  -0.5549
C: -1.514 0.706 1.071  -0.2457
C: -0.853 1.400 -0.121  -0.0718
O: -0.326 0.432 -0.986  -0.5387
H: 1.068 -1.501 -2.308  0.0153
H: 0.811 -1.465 1.604  0.1916
H: -1.837 1.342 1.837  0.1893
H: -2.420 0.151 0.492  0.1338
H: -1.706 1.900 -0.668  0.1576
H: -0.197 2.154 0.149  0.1601

The calculation puts the HOMO-LUMO gap (spin up / spin down) at 7.1864 / 7.1873 eV. The net charge is -1. The multiplicity is 1. The SMILES is O=[S@@H]([O-])=C1C=NCCO1.



Result of the stability comparison: A is the most stable of them.